Here is a molecular structure, C5H6O3 at a distorted geometry from the Open Molecules 2025 dataset. Energies are from ωB97M-V with the def2-TZVPD basis set.

Output
Electronic energy: -419.72790 a.u.
Orbital gap: 10.5217 eV
E_LUMO: 0.795 eV

```
14
Properties=species:S:1:pos:R:3:forces:R:3
C 0.58557 0.94070 -0.50295 1.35 1.40 -1.74
C -0.08211 0.90266 0.82379 -1.11 -2.40 0.11
C 0.89603 -0.27238 1.10298 -1.44 -2.68 -0.74
C 0.81410 -0.64133 -0.44057 0.69 -0.17 0.09
C -1.47539 -0.34627 -0.70817 0.29 -1.45 -0.37
H -0.20399 1.70043 1.52368 0.01 0.63 0.03
H 0.49416 -1.18977 1.63360 0.40 1.45 -0.10
H 1.90557 -0.06953 1.32177 1.07 0.72 0.78
H 1.57980 -1.29337 -0.97725 -0.35 1.64 0.83
H -1.26265 0.32102 -1.63799 -0.14 -0.66 1.81
H -2.51894 -0.86545 -0.96963 2.41 0.99 1.40
O 1.04752 1.88326 -1.10414 -0.23 -1.34 0.34
O -0.36943 -1.35952 -0.64366 -2.59 1.36 -1.26
O -1.41024 0.28955 0.57854 -0.34 0.50 -1.18
```
Positions in Å, forces in eV/Å.

natural (NBO) population analysis, charges in e, atoms 1 to 8:
1. C 0.5264
2. C -0.0149
3. C -0.4545
4. C 0.0081
5. C 0.1799
6. H 0.2223
7. H 0.2480
8. H 0.2236